Molecular formula: C6H17INSi
Method: DFT, the ωB97M-V functional and the def2-TZVPD basis

Calculated values
* highest occupied orbital energy: -12.95 eV
* total energy: -880.5033 Eh
* charge: +1
* relative energy (zero: lowest compared OMol25 entry of this formula, charge and spin): 0.0 kcal/mol

XYZ file:
```
26
Properties=species:S:1:pos:R:3:forces:R:3:mulliken_charge:R:1
I 3.219982 2.470524 1.864910 -0.524 -0.125 -0.057 -0.10
Si -0.493628 -1.137407 0.093899 2.044 -1.395 -1.179 0.30
N -0.188506 0.587958 -0.702333 0.168 1.145 -0.032 -0.14
C 0.000293 -2.276579 -1.431057 1.355 2.203 0.746 -1.05
C 0.884322 1.187223 -1.087515 2.591 -2.598 0.270 0.22
C 1.044625 -1.246659 1.205930 -1.547 -1.679 -0.470 -1.14
C 1.064920 2.436523 -1.899242 1.382 -3.098 -1.806 -1.14
C -2.276180 -1.113610 0.606978 -0.599 2.579 -0.018 -0.61
C -2.697733 0.020766 1.629270 2.071 -0.777 -0.576 -1.21
H 0.946163 -0.613237 2.037655 0.700 1.674 0.763 0.35
H 1.126244 -2.197519 1.748401 -0.404 -0.326 -0.474 0.38
H 0.736263 3.191803 -1.293836 0.080 2.666 1.619 0.41
H -2.803717 -0.861715 -0.313327 0.023 -0.089 -0.498 0.32
H 4.741194 2.813324 2.132594 0.472 0.097 0.028 0.13
H 2.163447 2.374582 -2.262262 -1.996 0.969 0.745 0.29
H -0.952400 1.209165 -0.916304 -1.097 -0.260 -0.109 0.26
H 0.371948 2.491088 -2.754654 0.292 -0.411 0.115 0.39
H 1.881279 0.619977 -0.824868 -1.980 1.116 -0.440 0.32
H -2.292894 1.023039 1.459908 -0.120 -0.162 -0.295 0.32
H 1.138928 -2.410086 -1.441233 -1.482 0.554 -0.034 0.29
H -0.348589 -3.257662 -1.298394 -0.906 -1.313 -0.049 0.40
H 1.914734 -1.267579 0.554877 0.238 0.782 0.297 0.37
H -2.804366 -1.975464 0.942458 0.361 -1.180 0.204 0.56
H -2.313367 -0.305971 2.563660 0.421 -0.024 1.110 0.33
H -0.329276 -1.814473 -2.379024 0.103 -0.539 0.338 0.33
H -3.733685 0.051989 1.763510 -1.645 0.189 -0.197 0.41
```
Forces are in eV/Å.

***

Molecular formula: C6H17IOPS2
Method: DFT, the ωB97M-V functional and the def2-TZVPD basis

Calculated values
* highest occupied orbital energy: -12.69 eV
* total energy: -1749.0841 Eh
* charge: +1

XYZ file:
```
28
Properties=species:S:1:pos:R:3:forces:R:3:mulliken_charge:R:1
I 2.660613 1.050410 -1.429289 -0.587 0.176 0.205 0.19
S -2.422285 1.406367 -3.086945 1.034 0.112 0.614 -0.23
S 0.281505 0.905191 -1.003186 0.564 0.003 1.489 0.12
P -0.740951 2.166286 -2.466368 -2.383 0.949 -1.890 0.16
O 3.957303 -3.227382 -1.282982 0.146 0.310 -0.233 -0.47
C 1.725060 -3.418630 -0.410918 -0.209 -0.233 0.101 -0.62
C -0.186434 1.726679 0.655803 -0.732 1.822 1.162 -0.84
C -2.657314 2.600599 1.507541 -0.547 0.195 -1.245 -0.98
C -1.797949 1.345185 0.868741 0.080 -0.588 0.007 0.87
C -1.847594 -0.029940 1.768274 -0.001 -0.621 -0.839 -1.00
C 3.206881 -3.458639 -0.099836 -0.164 0.220 -0.181 -0.25
H 1.468733 -4.174414 -1.160597 0.061 0.079 0.163 0.28
H 1.132427 -3.599662 0.490234 -0.029 0.037 -0.094 0.31
H -0.019656 2.906972 0.594614 -0.306 -2.609 -0.226 0.36
H 3.706069 -2.351421 -1.622968 0.159 -0.544 0.139 0.25
H -3.176848 2.316176 2.520793 1.297 0.611 -1.994 0.30
H -2.255217 1.067620 -0.194706 0.992 0.766 2.237 -0.08
H -2.023355 3.593828 1.580061 -1.244 -2.131 0.127 0.26
H -1.024190 3.467187 -1.851428 1.086 -1.009 -0.186 0.17
H -3.519515 2.831516 0.714847 1.801 -0.434 1.885 0.25
H 0.181326 2.281582 -3.579453 0.020 0.113 1.264 0.17
H 1.443074 -2.446881 -0.829235 -0.014 0.075 0.064 0.00
H 3.473344 -2.697062 0.639459 -0.062 -0.093 0.219 0.24
H 3.488472 -4.438382 0.297151 0.093 0.184 -0.183 0.29
H -0.757725 -0.484126 1.753745 -2.279 0.740 0.398 0.23
H 0.485877 1.357211 1.545933 -1.174 0.313 -2.097 0.46
H -2.247715 0.138710 2.862750 1.001 -0.280 -2.285 0.30
H -2.533939 -0.834979 1.217965 1.398 1.837 1.379 0.27
```
Forces are in eV/Å.

***

Molecular formula: C6H17Mn2N3O16S2
Method: DFT, the ωB97M-V functional and the def2-TZVPD basis

Calculated values
* spin multiplicity: 11
* highest occupied orbital energy (alpha / beta): -8.70 / -8.76 eV
* total energy: -4704.9880 Eh
* charge: 0
* relative energy (zero: lowest compared OMol25 entry of this formula, charge and spin): 0.0 kcal/mol

XYZ file:
```
46
Properties=species:S:1:pos:R:3:forces:R:3:lowdin_spin:R:1
Mn -15.943519 2.701179 -16.478329 0.452 0.583 0.047 4.71
Mn -13.802800 -0.057973 -17.467627 -1.317 2.018 -1.086 4.73
S -16.876449 1.359113 -13.263744 -0.284 -1.158 1.042 0.00
S -10.456174 0.694349 -16.689672 2.119 -1.247 1.461 0.01
O -13.901802 5.316760 -13.900237 -0.254 -0.257 -0.489 0.01
O -17.127130 1.283246 -17.512896 -0.038 -0.662 -0.097 0.04
O -16.680371 2.346336 -14.281357 -0.565 -0.216 -0.501 0.03
O -15.849525 -0.376829 -18.168696 0.812 -0.359 0.090 0.04
O -16.461386 1.659439 -11.931547 0.032 0.022 -0.111 0.00
O -11.818020 0.604211 -17.186826 0.234 -0.197 0.274 0.04
O -13.089436 5.259445 -15.891648 -0.352 -0.360 -0.230 0.01
O -14.920411 4.179233 -15.418531 -0.639 -0.457 -0.440 0.05
O -17.970325 -0.654951 -17.890031 0.843 0.325 -0.236 0.02
O -14.441321 1.366369 -16.239469 0.667 -0.804 0.868 0.16
O -14.464987 2.848327 -20.480121 0.234 -0.364 0.523 0.02
O -18.431666 0.973245 -13.237043 0.985 0.548 -0.549 0.00
O -10.445937 0.974233 -15.104142 -0.903 0.371 -1.674 0.00
O -13.649761 1.496723 -18.996423 -0.203 -0.044 -0.072 0.05
O -9.506798 1.559799 -17.283529 -0.577 0.277 -0.144 0.00
O -15.148043 3.029874 -18.448110 0.722 -0.306 -0.751 0.04
N -13.947213 4.944100 -15.074046 0.809 0.592 0.804 0.01
N -14.426058 2.462537 -19.335950 -0.714 0.381 0.345 0.01
N -16.992650 0.069450 -17.864634 -1.258 0.216 0.830 0.01
C -20.365424 0.088390 -12.158402 0.131 0.420 0.412 0.00
C -11.679757 0.688337 -14.400778 0.093 -0.773 1.063 0.00
C -9.751196 -0.970244 -16.690151 -1.496 0.379 -0.850 0.00
C -18.850169 0.039120 -12.234762 -0.285 -1.428 0.348 0.00
C -11.539828 1.188720 -12.994093 -1.276 1.180 0.953 0.00
C -16.066265 -0.180403 -13.761258 -0.697 1.366 0.117 0.00
H -16.367399 -1.018367 -13.144051 -0.091 0.092 0.179 0.00
H -18.606776 -0.991906 -12.538495 0.152 0.277 -0.393 0.00
H -12.527987 1.104727 -12.516466 0.126 -0.537 -0.045 0.00
H -16.377140 -0.306772 -14.795171 0.505 -0.227 -0.130 0.00
H -10.032835 -1.362556 -17.670539 0.360 -0.011 -0.068 0.00
H -20.726496 -0.377962 -11.241471 0.128 -0.327 -0.122 0.00
H -11.817934 -0.402927 -14.383046 0.114 0.026 -0.086 0.00
H -12.583258 1.099292 -14.849362 0.441 0.323 -0.271 0.00
H -13.740504 2.031456 -16.202616 0.071 0.051 0.018 0.01
H -18.290613 0.132013 -11.302082 -0.331 0.816 0.040 0.00
H -20.749204 1.106918 -12.109180 0.165 0.081 -0.217 0.00
H -11.458193 2.278477 -12.922429 0.527 -0.064 -0.502 0.00
H -8.678106 -0.942246 -16.569963 0.044 0.115 0.251 0.00
H -10.815304 0.751305 -12.314730 0.230 -0.341 -0.430 0.00
H -10.307235 -1.566980 -15.970212 0.324 0.028 0.300 0.00
H -15.036361 0.111501 -13.571262 0.221 -0.418 -0.508 0.00
H -20.762922 -0.420807 -13.031511 -0.263 0.071 0.035 0.00
```
Forces are in eV/Å.

***

Molecular formula: C6H17N2
Method: DFT, the ωB97M-V functional and the def2-TZVPD basis

Calculated values
* spin multiplicity: 2
* highest occupied orbital energy (alpha / beta): -8.97 / -9.16 eV
* total energy: -348.2001 Eh
* charge: 0
* relative energy (zero: lowest compared OMol25 entry of this formula, charge and spin): 24.5 kcal/mol

XYZ file:
```
25
Properties=species:S:1:pos:R:3:forces:R:3:lowdin_spin:R:1
N 0.529022 -0.434501 -0.073746 0.621 0.380 -0.661 0.71
N 2.955254 0.409773 1.163104 -1.499 -1.357 -0.031 0.01
C -3.088946 0.686341 -0.418272 -0.024 0.197 -0.282 0.00
C -1.861005 -0.093943 0.084545 -0.800 -0.231 0.840 0.00
C -1.679953 -0.003568 1.614951 -0.290 1.331 0.077 0.00
C 1.773936 -0.272430 -0.804771 0.284 0.029 -1.188 0.06
C -0.574917 0.297765 -0.613693 0.035 1.553 -0.163 0.09
C 2.634672 0.839381 -0.187783 -0.601 0.192 0.655 0.04
H -4.047277 0.348808 0.068766 1.005 0.201 -0.599 0.00
H 3.579010 1.027772 -0.696034 -0.143 -0.240 -0.442 0.00
H -1.498716 1.083095 1.969023 -0.294 -1.575 -0.643 0.00
H 2.086206 0.081605 1.637169 1.109 0.539 -0.372 0.00
H 1.401207 -3.784073 -0.945519 -1.275 0.623 -1.466 0.00
H -3.143823 0.576910 -1.530573 -0.294 0.089 0.823 0.00
H 1.669139 -0.060646 -1.908461 -0.305 -0.102 0.889 0.01
H -0.796186 -0.582587 1.832170 0.180 -0.119 0.488 0.00
H 3.418573 1.093138 1.698363 0.437 0.913 0.723 0.00
H -2.977017 1.774475 -0.204229 -0.043 -0.644 -0.085 0.00
H 2.035722 1.769451 -0.241970 0.220 -0.095 0.065 0.00
H -0.398468 1.465679 -0.503642 -0.147 -1.930 -0.243 0.04
H 0.896210 -3.536421 -1.528777 1.268 -0.628 1.465 0.00
H -2.545039 -0.402303 2.177134 0.375 0.191 -0.344 0.00
H -0.714555 0.082955 -1.693600 0.357 0.304 0.173 0.02
H 2.341519 -1.202280 -0.716971 -0.066 -0.008 0.073 0.01
H -1.994572 -1.164404 -0.177183 -0.109 0.391 0.247 0.00
```
Forces are in eV/Å.